[1]
DFT (ωB97M-V with the def2-TZVPD basis set) results for a single C3H8N2S molecule at a distorted geometry.

## Properties
* gap between HOMO and LUMO: 9.84 eV
* M: 104.178 g mol⁻¹
* energy: -17054.648 eV
* energy relative to the best compared isomer or geometry (same formula, charge and spin): 2.082 eV

Structure (ORCA input):
```
! RIJCOSX wB97M-V def2-TZVPD def2/J DEFGRID3
* xyz 0 1
C -1.0730 1.1176 -0.1137
C -0.5862 -0.2558 0.3187
N -1.5124 -1.1488 -0.3641
C 0.8309 -0.2135 -0.2096
N 1.8392 -0.5041 0.5596
S 3.3341 -0.1130 -0.2811
H -0.4986 1.9965 0.4058
H -2.0808 1.3389 0.2249
H -1.1922 1.2020 -1.1621
H -0.4249 -0.3478 1.3570
H -2.4746 -1.0929 -0.0122
H -1.1726 -2.1187 -0.3237
H 1.0169 0.0389 -1.2756
H 3.9942 0.1007 0.8761
*
```

***

[2]
DFT (ωB97M-V with the def2-TZVPD basis set) results for a single C3H8N2S molecule at a distorted geometry.

## Properties
* gap between HOMO and LUMO: 10.00 eV
* M: 104.178 g mol⁻¹
* energy: -17055.732 eV
* energy relative to the best compared isomer or geometry (same formula, charge and spin): 0.998 eV

Structure (ORCA input):
```
! RIJCOSX wB97M-V def2-TZVPD def2/J DEFGRID3
* xyz 0 1
H 1.6110 0.5117 -2.2895
N 1.9901 0.1244 -1.4041
C 1.0657 -0.3249 -0.7083
C 1.3967 -0.9800 0.5995
N -0.2969 -0.1401 -1.0217
S -1.6019 -0.5719 -0.1069
C -1.9534 0.9141 0.8636
H 1.2824 -0.2636 1.4237
H 0.7785 -1.8325 0.8015
H 2.4444 -1.2535 0.5750
H -0.4689 0.2308 -1.9644
H -2.8618 0.6026 1.3726
H -2.1890 1.7890 0.2356
H -1.1969 1.1939 1.6233
*
```

***

[3]
DFT (ωB97M-V with the def2-TZVPD basis set) results for a single C3H8N2S2 molecule at a distorted geometry.

## Properties
* gap between HOMO and LUMO: 9.79 eV
* M: 136.245 g mol⁻¹
* energy: -27890.638 eV
* energy relative to the best compared isomer or geometry (same formula, charge and spin): 1.058 eV

Structure (ORCA input):
```
! RIJCOSX wB97M-V def2-TZVPD def2/J DEFGRID3
* xyz 0 1
H 1.2615 -0.6719 2.4172
N 0.4308 -0.1128 2.3286
C 0.0952 -0.0828 1.0895
N -0.8311 0.8735 0.6675
S -2.2362 0.4455 -0.2112
S 0.9377 -1.2211 -0.0555
C 1.1344 -0.2974 -1.6118
C 1.8060 1.0601 -1.5024
H -1.0931 1.5226 1.4032
H -2.5841 -0.6810 0.4477
H 0.1469 -0.2978 -2.1282
H 1.8079 -0.8664 -2.2175
H 1.8967 1.4681 -2.5285
H 2.7843 0.8618 -1.0623
H 1.1452 1.6704 -0.8897
*
```